{"formula": "C6H16N6", "method": "the ωB97M-V functional and the def2-TZVPD basis", "total_charge": 2, "fmax_ev_per_a": 4.822, "e_above_lowest_kcal_mol": 47.8, "orbital_gap_ev": 8.90, "species": ["C", "C", "N", "N", "C", "N", "N", "C", "N", "N", "C", "C", "H", "H", "H", "H", "H", "H", "H", "H", "H", "H", "H", "H", "H", "H", "H", "H"], "positions_angstrom": [[1.141, -0.391, -1.081], [0.241, -0.824, -2.064], [0.266, -0.615, -3.351], [-0.871, -1.431, -1.679], [-1.492, -1.341, -0.394], [-2.530, -2.136, -0.304], [-1.031, -0.558, 0.505], [-0.132, 0.456, 0.338], [-0.407, 1.763, -0.202], [0.771, 0.477, 1.623], [1.900, 1.585, 1.510], [-0.009, 0.579, 2.846], [1.435, -1.152, -0.268], [2.000, 0.070, -1.473], [1.119, -0.151, -3.821], [-0.628, -0.613, -3.941], [-1.568, -1.735, -2.373], [-3.288, -2.156, 0.482], [-2.526, -2.960, -0.985], [-0.686, 1.776, -1.191], [-0.832, 2.510, 0.331], [1.277, -0.358, 1.558], [1.564, 2.423, 0.928], [2.088, 1.954, 2.543], [2.787, 1.212, 1.059], [0.722, 0.312, 3.656], [-0.527, 1.540, 2.939], [-0.784, -0.235, 2.809]]}

***

{"formula": "C7H16BrNO4Si", "method": "the ωB97M-V functional and the def2-TZVPD basis", "fmax_ev_per_a": 4.500, "e_above_lowest_kcal_mol": 29.2, "orbital_gap_ev": 10.10, "species": ["C", "O", "Si", "O", "C", "O", "C", "O", "C", "N", "Br", "C", "C", "C", "H", "H", "H", "H", "H", "H", "H", "H", "H", "H", "H", "H", "H", "H", "H", "H"], "positions_angstrom": [[-0.802, 0.648, 3.219], [0.381, 0.555, 2.412], [0.906, 0.049, 0.998], [2.236, 0.796, 0.552], [2.644, 2.126, 0.465], [1.253, -1.529, 0.781], [2.246, -2.277, 1.414], [-0.095, 0.335, -0.289], [-1.397, 0.136, -0.507], [-2.297, 0.621, 0.255], [-4.063, 0.452, -0.151], [-1.727, -0.455, -1.803], [-0.571, -1.399, -2.387], [-1.819, 0.679, -2.865], [-1.410, -0.182, 2.819], [-1.214, 1.601, 3.242], [-0.745, 0.391, 4.333], [2.044, 2.838, 0.011], [3.572, 2.246, 0.015], [2.676, 2.407, 1.449], [2.155, -3.182, 0.966], [2.155, -2.302, 2.434], [3.082, -1.679, 1.291], [-2.730, -0.886, -1.908], [-0.833, -1.562, -3.526], [0.389, -1.042, -2.085], [-0.558, -2.294, -1.810], [-2.603, 0.567, -3.480], [-2.054, 1.609, -2.376], [-0.824, 0.731, -3.469]]}

***

{"formula": "C36H43F3I2PbSb", "method": "the ωB97M-V functional and the def2-TZVPD basis", "total_charge": 3, "fmax_ev_per_a": 0.274, "e_above_lowest_kcal_mol": 0.0, "orbital_gap_ev": 4.48, "species": ["Pb", "C", "C", "C", "C", "C", "C", "C", "C", "C", "C", "C", "C", "C", "C", "C", "C", "C", "H", "H", "H", "H", "H", "H", "H", "H", "H", "H", "H", "H", "H", "H", "H", "H", "H", "H", "H", "H", "H", "H", "H", "H", "H", "H", "H", "H", "H", "I", "C", "I", "H", "H", "F", "C", "C", "C", "C", "C", "C", "Sb", "C", "C", "C", "C", "F", "C", "C", "C", "C", "C", "C", "F", "C", "C", "H", "H", "H", "H", "H", "H", "H", "H", "H", "H", "H", "H"], "positions_angstrom": [[1.814, -1.186, 0.275], [1.102, -1.973, 2.510], [1.827, -0.759, 2.767], [3.214, -1.031, 2.414], [3.255, -2.380, 1.950], [1.965, -2.981, 2.020], [1.629, -4.429, 1.743], [0.114, -4.630, 1.700], [2.226, -5.265, 2.890], [2.241, -4.879, 0.413], [4.496, -0.187, 2.484], [4.726, 0.377, 3.893], [5.718, -1.061, 2.163], [4.486, 0.945, 1.441], [1.121, 0.395, 3.487], [1.363, 0.237, 4.999], [1.550, 1.790, 3.020], [-0.397, 0.315, 3.259], [0.052, -2.119, 2.708], [4.148, -2.897, 1.641], [-0.356, -4.400, 2.657], [-0.113, -5.669, 1.467], [-0.348, -4.008, 0.926], [1.827, -4.950, 3.855], [3.313, -5.175, 2.921], [1.978, -6.316, 2.746], [1.790, -4.344, -0.430], [2.060, -5.943, 0.259], [3.321, -4.724, 0.385], [4.712, -0.423, 4.636], [3.994, 1.124, 4.187], [5.710, 0.847, 3.934], [5.684, -1.470, 1.151], [5.825, -1.882, 2.872], [6.617, -0.449, 2.232], [3.612, 1.591, 1.522], [4.512, 0.525, 0.429], [5.382, 1.558, 1.556], [2.416, 0.295, 5.263], [0.985, -0.726, 5.344], [0.831, 1.020, 5.544], [2.597, 2.004, 3.207], [0.966, 2.534, 3.570], [1.356, 1.918, 1.948], [-0.841, -0.569, 3.714], [-0.653, 0.329, 2.196], [-0.869, 1.176, 3.736], [-1.589, -1.655, -1.216], [-1.584, 0.282, -2.060], [-1.055, 1.819, -0.666], [-2.586, 0.508, -2.402], [-0.868, 0.321, -2.870], [-0.779, 8.210, -5.874], [-0.655, 7.659, -4.695], [-1.754, 6.985, -4.160], [-1.632, 6.405, -2.921], [-0.401, 6.501, -2.242], [0.700, 7.184, -2.798], [0.567, 7.772, -4.033], [-0.200, 5.692, -0.396], [1.648, 5.249, 0.321], [2.692, 4.984, -0.585], [3.943, 4.682, -0.095], [4.129, 4.662, 1.285], [5.323, 4.375, 1.749], [3.112, 4.931, 2.196], [1.857, 5.219, 1.712], [-1.817, 5.394, 0.785], [-1.746, 4.467, 1.844], [-2.859, 4.254, 2.622], [-4.020, 4.977, 2.338], [-5.078, 4.771, 3.079], [-4.106, 5.906, 1.305], [-2.998, 6.113, 0.517], [-2.674, 6.932, -4.728], [-2.472, 5.869, -2.497], [1.637, 7.278, -2.264], [1.377, 8.320, -4.495], [2.528, 5.001, -1.655], [4.778, 4.473, -0.750], [3.328, 4.923, 3.256], [1.062, 5.454, 2.409], [-0.841, 3.904, 2.044], [-2.863, 3.546, 3.439], [-5.031, 6.443, 1.144], [-3.044, 6.842, -0.283]]}

***

{"formula": "C4H2ClNO2", "method": "the ωB97M-V functional and the def2-TZVPD basis", "fmax_ev_per_a": 1.588, "e_above_lowest_kcal_mol": 4.6, "orbital_gap_ev": 9.67, "species": ["O", "C", "O", "C", "N", "C", "C", "Cl", "H", "H"], "positions_angstrom": [[2.078, -1.390, 0.193], [1.114, -0.683, 0.169], [1.316, 0.693, 0.240], [0.372, 1.575, -0.026], [-0.851, 1.277, -0.200], [-1.208, -0.061, -0.206], [-0.322, -1.024, 0.000], [-0.924, -2.658, 0.087], [0.718, 2.619, -0.027], [-2.293, -0.350, -0.231]]}

***

{"formula": "C44H59INO29", "method": "the ωB97M-V functional and the def2-TZVPD basis", "spin_multiplicity": 2, "s2": 0.754, "fmax_ev_per_a": 6.914, "orbital_gap_ev": [8.28, 8.59], "species": ["C", "C", "C", "C", "C", "I", "C", "C", "O", "C", "C", "C", "C", "C", "C", "C", "C", "C", "C", "N", "O", "H", "H", "H", "H", "H", "H", "H", "H", "H", "H", "H", "H", "H", "H", "H", "H", "H", "H", "H", "H", "H", "H", "H", "C", "C", "O", "C", "O", "O", "H", "H", "H", "H", "C", "C", "O", "C", "O", "O", "H", "H", "H", "H", "C", "C", "O", "C", "O", "O", "H", "H", "H", "H", "C", "C", "O", "C", "O", "O", "H", "H", "H", "H", "C", "C", "O", "C", "O", "O", "H", "H", "H", "H", "C", "C", "O", "C", "O", "O", "H", "H", "H", "H", "C", "C", "O", "C", "O", "O", "H", "H", "H", "H", "C", "C", "O", "C", "O", "O", "H", "H", "H", "H", "C", "C", "O", "C", "O", "O", "H", "H", "H", "H"], "positions_angstrom": [[-3.024, 1.440, -0.051], [-1.916, 1.971, -1.157], [-0.678, 2.562, -0.245], [-1.509, 0.667, -2.031], [-0.411, 0.992, -3.225], [1.555, 0.569, -2.324], [-0.592, 0.034, -4.521], [0.650, 0.028, -5.559], [0.940, -1.134, -6.109], [1.530, 1.300, -6.020], [0.996, 2.392, -7.096], [1.917, 3.641, -7.566], [3.392, 3.897, -6.965], [3.927, 2.827, -5.912], [3.037, 1.579, -5.484], [-0.636, 2.550, -3.626], [-2.187, 3.072, -3.392], [-2.177, 4.637, -3.922], [-3.248, 2.308, -4.401], [-2.615, 3.039, -1.951], [-2.573, 4.231, -1.367], [-3.410, 2.361, 0.568], [-3.876, 0.831, -0.540], [-2.405, 0.807, 0.720], [0.159, 3.050, -0.880], [-1.033, 3.354, 0.517], [-0.172, 1.671, 0.326], [-1.093, -0.120, -1.264], [-2.491, 0.191, -2.464], [-1.583, 0.220, -5.102], [-0.678, -1.063, -4.107], [-0.053, 2.295, -7.587], [1.564, 4.424, -8.358], [4.074, 4.784, -7.247], [4.983, 2.908, -5.409], [3.429, 0.803, -4.706], [-0.422, 2.783, -4.758], [0.137, 3.212, -3.041], [-1.906, 4.553, -5.064], [-3.245, 5.073, -3.822], [-1.349, 5.274, -3.430], [-3.673, 1.329, -3.926], [-2.768, 2.043, -5.417], [-4.169, 3.008, -4.591], [2.132, 3.833, 2.706], [2.428, 3.200, 4.029], [1.342, 2.301, 4.206], [0.856, 2.015, 2.965], [0.038, 1.151, 2.736], [1.409, 2.823, 2.018], [3.039, 4.101, 2.161], [1.498, 4.720, 2.799], [3.360, 2.631, 4.021], [2.465, 3.929, 4.840], [5.263, 0.314, 7.144], [5.262, 1.390, 8.184], [5.450, 2.573, 7.425], [5.021, 2.307, 6.160], [4.882, 3.142, 5.296], [4.768, 0.978, 5.993], [4.620, -0.527, 7.414], [6.269, -0.061, 6.931], [4.308, 1.458, 8.714], [6.066, 1.264, 8.914], [0.849, -3.324, 1.492], [0.086, -2.042, 1.377], [-0.370, -2.058, 0.034], [-0.401, -3.362, -0.361], [-0.901, -3.750, -1.392], [0.202, -4.170, 0.555], [0.800, -3.749, 2.497], [1.899, -3.214, 1.202], [-0.780, -2.009, 2.045], [0.712, -1.167, 1.564], [-1.042, 3.108, 5.974], [-2.022, 4.154, 5.545], [-2.206, 4.926, 6.720], [-1.095, 4.751, 7.490], [-0.845, 5.394, 8.483], [-0.302, 3.758, 6.995], [-0.385, 2.793, 5.160], [-1.530, 2.226, 6.399], [-1.625, 4.801, 4.755], [-2.969, 3.725, 5.210], [5.042, 5.502, -0.891], [5.339, 6.886, -0.405], [4.849, 6.872, 0.926], [4.842, 5.572, 1.335], [4.642, 5.216, 2.473], [5.089, 4.726, 0.295], [5.778, 5.148, -1.616], [4.042, 5.417, -1.329], [6.412, 7.101, -0.385], [4.834, 7.652, -0.997], [-1.030, -2.979, -7.488], [-1.241, -4.258, -6.742], [-2.588, -4.160, -6.308], [-3.218, -3.297, -7.154], [-4.413, -3.112, -7.176], [-2.327, -2.669, -7.973], [-0.323, -3.090, -8.314], [-0.691, -2.167, -6.838], [-1.140, -5.139, -7.384], [-0.565, -4.361, -5.890], [-2.504, -7.778, -0.104], [-2.202, -6.394, 0.377], [-2.692, -6.401, 1.709], [-2.704, -7.700, 2.123], [-2.905, -8.051, 3.262], [-2.459, -8.550, 1.086], [-1.770, -8.136, -0.827], [-3.502, -7.860, -0.541], [-1.129, -6.182, 0.396], [-2.705, -5.628, -0.218], [-1.138, -0.250, 8.671], [-0.471, -1.152, 7.681], [0.762, -0.499, 7.430], [1.027, 0.284, 8.513], [2.078, 0.850, 8.706], [-0.046, 0.347, 9.351], [-1.777, -0.796, 9.369], [-1.728, 0.536, 8.190], [-0.267, -2.146, 8.092], [-1.049, -1.260, 6.760], [-4.985, -9.718, -2.807], [-4.326, -10.629, -3.794], [-3.092, -9.982, -4.057], [-2.817, -9.192, -2.982], [-1.763, -8.630, -2.802], [-3.887, -9.119, -2.136], [-5.622, -10.257, -2.102], [-5.574, -8.933, -3.290], [-4.123, -11.621, -3.378], [-4.909, -10.741, -4.711]]}

***

{"formula": "C21H50N2O16P4", "method": "the ωB97M-V functional and the def2-TZVPD basis", "fmax_ev_per_a": 8.532, "orbital_gap_ev": 7.01, "species": ["C", "C", "C", "C", "C", "N", "C", "C", "N", "C", "C", "H", "H", "H", "H", "H", "H", "H", "H", "H", "H", "H", "H", "H", "H", "C", "O", "P", "O", "O", "C", "O", "C", "H", "H", "H", "H", "H", "H", "H", "H", "H", "C", "O", "P", "O", "O", "C", "O", "C", "H", "H", "H", "H", "H", "H", "H", "H", "H", "C", "O", "P", "O", "O", "C", "O", "C", "H", "H", "H", "H", "H", "H", "H", "H", "H", "C", "O", "P", "O", "O", "C", "O", "C", "H", "H", "H", "H", "H", "H", "H", "H", "H"], "positions_angstrom": [[4.746, -0.077, -0.207], [5.475, 0.790, -1.254], [4.767, 2.138, -1.482], [3.237, 1.970, -1.739], [2.958, 2.741, -2.971], [2.764, 3.358, -3.920], [2.413, 2.476, -0.516], [1.900, 3.838, -0.764], [1.638, 4.953, -0.868], [1.241, 1.552, -0.117], [0.362, 1.100, -1.282], [4.222, 0.586, 0.486], [3.986, -0.693, -0.690], [5.431, -0.682, 0.381], [6.465, 1.024, -0.854], [5.636, 0.277, -2.202], [5.253, 2.643, -2.316], [4.959, 2.755, -0.603], [2.985, 0.941, -1.986], [3.089, 2.525, 0.336], [1.656, 0.683, 0.397], [0.641, 2.105, 0.607], [-0.424, 0.472, -0.867], [0.927, 0.610, -2.072], [-0.134, 1.953, -1.757], [-1.109, -5.122, -2.602], [-0.740, -4.730, -1.264], [-1.662, -3.486, -0.553], [-0.466, -2.581, -0.374], [-1.927, -4.413, 0.767], [-1.056, -5.460, 1.169], [-2.749, -2.348, -0.020], [-2.982, -2.165, 1.370], [-0.428, -5.907, -2.924], [-2.131, -5.505, -2.626], [-1.021, -4.273, -3.284], [-0.008, -5.174, 1.083], [-1.255, -6.357, 0.585], [-1.273, -5.679, 2.215], [-2.036, -2.052, 1.901], [-3.556, -2.994, 1.779], [-3.575, -1.258, 1.488], [-3.169, -3.620, -6.748], [-4.316, -3.513, -5.882], [-4.152, -2.516, -4.508], [-4.423, -3.654, -3.548], [-5.506, -1.703, -4.915], [-6.538, -2.254, -5.722], [-3.844, -1.437, -3.279], [-4.904, -0.737, -2.634], [-3.421, -4.295, -7.562], [-2.906, -2.645, -7.165], [-2.316, -4.028, -6.201], [-6.760, -3.286, -5.451], [-6.267, -2.186, -6.774], [-7.432, -1.652, -5.561], [-5.680, -1.437, -2.324], [-5.318, 0.035, -3.278], [-4.474, -0.255, -1.758], [-6.117, 2.617, 4.803], [-6.900, 1.557, 4.214], [-6.095, 0.120, 3.869], [-6.273, 0.066, 2.388], [-7.180, -0.779, 4.680], [-8.562, -0.446, 4.737], [-4.902, -0.989, 4.092], [-5.220, -2.373, 4.213], [-6.766, 3.476, 4.952], [-5.713, 2.308, 5.769], [-5.300, 2.902, 4.136], [-8.942, -0.119, 3.770], [-8.728, 0.320, 5.492], [-9.101, -1.344, 5.037], [-5.871, -2.687, 3.397], [-5.680, -2.591, 5.174], [-4.282, -2.924, 4.157], [9.151, 1.845, 3.548], [9.569, 3.021, 2.824], [8.544, 3.565, 1.602], [9.444, 3.425, 0.421], [8.498, 5.075, 2.201], [9.609, 5.675, 2.855], [7.076, 3.733, 0.877], [6.635, 5.015, 0.432], [9.914, 1.611, 4.285], [8.205, 2.025, 4.063], [9.044, 0.997, 2.867], [10.546, 5.468, 2.339], [9.659, 5.336, 3.888], [9.443, 6.752, 2.857], [7.400, 5.498, -0.175], [6.358, 5.647, 1.272], [5.744, 4.854, -0.175]]}

***

{"formula": "C6H10", "method": "the ωB97M-V functional and the def2-TZVPD basis", "fmax_ev_per_a": 0.717, "e_above_lowest_kcal_mol": 10.8, "orbital_gap_ev": 10.36, "species": ["C", "C", "C", "C", "C", "C", "H", "H", "H", "H", "H", "H", "H", "H", "H", "H"], "positions_angstrom": [[-1.470, -0.499, 1.185], [-0.457, 0.345, 0.423], [-0.460, 0.052, -1.081], [0.870, 0.598, -1.554], [1.729, 0.526, -0.543], [1.003, -0.069, 0.649], [-1.368, -0.381, 2.269], [-1.344, -1.566, 0.953], [-2.493, -0.223, 0.907], [-0.619, 1.414, 0.630], [-0.343, -1.038, -1.093], [-1.340, 0.365, -1.644], [1.090, 0.816, -2.594], [2.804, 0.673, -0.585], [0.958, -1.145, 0.449], [1.440, 0.134, 1.629]]}

***

{"formula": "C4H6BrN", "method": "the ωB97M-V functional and the def2-TZVPD basis", "fmax_ev_per_a": 5.301, "e_above_lowest_kcal_mol": 32.1, "orbital_gap_ev": 10.03, "species": ["C", "N", "C", "C", "C", "Br", "H", "H", "H", "H", "H", "H"], "positions_angstrom": [[1.655, -0.958, 0.844], [0.363, -0.786, 0.847], [-0.267, 0.293, 0.024], [0.026, 1.557, 0.346], [-1.182, -0.278, -0.912], [-2.583, -1.491, -0.146], [2.017, -1.796, 1.377], [2.145, -0.347, 0.145], [0.810, 1.933, 0.920], [-0.566, 2.411, -0.263], [-1.853, 0.368, -1.580], [-0.565, -0.905, -1.602]]}